21
Properties=species:S:1:pos:R:3:forces:R:3:lowdin_charge:R:1 method="wB97M-V/def2-TZVPD" relative_energy_ev=1.309 gap_ev=5.937 charge=+1 homo_energy_ev=-11.09
C 0.2761 -1.2167 0.3503 -0.257 -0.106 0.051 -0.073
C 0.2966 -1.0327 1.8550 0.130 0.181 -0.087 -0.173
C -1.6619 -1.2706 3.2804 0.240 -0.336 -0.250 0.199
N -0.8002 -1.7865 2.4972 -0.704 0.403 -0.027 0.048
H 0.2636 -2.2693 0.0838 0.165 -0.237 -0.009 0.085
H -0.6169 -0.7609 -0.0773 0.158 0.155 -0.052 0.058
H 1.1651 -0.7664 -0.0900 -0.131 0.049 0.029 0.091
H 1.2354 -1.3602 2.3085 -0.140 -0.127 -0.034 0.141
H 0.1326 0.0095 2.1339 0.103 -0.037 -0.025 0.130
H -2.4111 -1.9238 3.7089 -0.196 0.185 -0.011 0.130
H -1.6236 -0.2085 3.4788 0.059 0.017 0.283 0.130
H -0.9996 -2.7398 2.1985 0.576 -0.154 0.112 0.183
C 0.7198 2.9010 -1.7893 -0.102 -0.260 0.005 -0.419
S -0.5716 1.6404 -1.9009 -0.067 -0.043 0.186 0.708
C 0.2803 0.5032 -3.0060 0.199 0.161 -0.300 -0.437
H 0.9808 3.2430 -2.7867 0.048 0.103 -0.026 0.040
H 1.5966 2.4911 -1.2902 0.061 0.070 -0.035 0.031
H 0.3300 3.7311 -1.2081 -0.032 0.057 -0.002 0.031
H -0.2093 -0.4668 -3.0405 -0.170 0.058 0.087 0.031
H 0.3064 0.9191 -4.0113 -0.078 -0.052 -0.080 0.037
H 1.3110 0.3635 -2.6950 0.138 -0.086 0.187 0.030